# 1
{
  "formula": "C48H42CaCl5N4O6P",
  "method": "wB97M-V/def2-TZVPD",
  "homo_ev": -2.7,
  "orbital_gap_ev": 6.235,
  "total_charge": -2,
  "symbols": ["C", "C", "C", "Cl", "O", "C", "H", "H", "C", "H", "C", "P", "C", "H", "O", "H", "C", "N", "H", "C", "O", "Cl", "H", "C", "H", "C", "O", "H", "C", "C", "H", "C", "H", "C", "C", "H", "C", "H", "H", "Cl", "C", "H", "H", "C", "C", "C", "C", "C", "H", "H", "C", "H", "C", "H", "H", "Ca", "C", "Cl", "C", "N", "C", "H", "N", "C", "C", "C", "H", "C", "O", "C", "H", "C", "H", "H", "H", "H", "H", "H", "N", "C", "H", "C", "H", "C", "H", "Cl", "H", "C", "H", "C", "H", "C", "O", "C", "C", "H", "H", "H", "H", "H", "C", "C", "C", "C", "C", "C", "H"],
  "xyz": [[-3.399, 0.300, -4.727], [0.671, -4.075, 0.830], [0.850, 1.786, -3.375], [-1.071, -3.847, 0.893], [1.900, 0.350, -1.295], [-1.647, 0.091, 4.370], [-1.195, 2.424, 0.491], [7.469, 1.961, -0.732], [-4.385, 0.160, -5.687], [0.805, -3.054, 5.121], [1.510, 2.482, -2.367], [2.572, -0.368, 3.767], [-4.036, -1.805, -3.749], [-0.831, 2.078, 2.839], [1.567, 3.522, 0.374], [-4.246, 1.484, -2.399], [1.634, 3.867, -2.489], [-0.105, -1.570, -1.816], [0.003, 4.355, -5.423], [-4.759, -1.557, 2.972], [3.960, -1.112, 4.234], [0.108, -6.751, 0.824], [-3.610, 3.223, -0.459], [1.160, -5.376, 0.790], [-5.724, -1.893, 3.338], [2.086, 1.749, -1.159], [1.577, -1.209, 4.739], [-4.029, 1.549, 4.587], [-6.227, -1.120, -6.663], [3.604, 1.893, -1.047], [-3.214, 2.863, 5.461], [-5.030, -1.953, -4.699], [2.922, 2.929, 4.015], [-3.350, 1.497, -1.798], [3.383, -4.458, 0.669], [-1.790, 3.365, 3.588], [5.161, -0.591, 3.678], [2.133, 4.414, -1.703], [0.748, 0.709, -3.328], [3.892, -1.805, 0.517], [-3.215, -0.679, -3.752], [-1.502, -2.555, -4.680], [3.608, 1.420, 1.044], [2.136, 2.177, 4.085], [0.740, -2.480, -2.288], [-0.885, -2.406, -3.808], [-4.441, -1.635, 1.624], [-1.772, 2.298, 3.344], [5.261, 0.476, 3.895], [-2.979, -1.341, 0.122], [1.458, -2.936, 0.806], [0.819, -3.784, -4.095], [-2.152, -0.526, -2.723], [-1.701, -0.369, 5.364], [6.388, 2.381, -2.920], [0.031, -0.575, 0.653], [2.812, -3.187, 0.700], [5.095, -4.694, 0.560], [0.428, 3.831, -4.575], [-1.891, 1.528, 4.567], [-5.204, -0.968, -5.672], [-2.757, 1.171, -4.719], [-1.315, 0.885, -0.915], [-2.572, -0.603, 3.387], [-3.818, -1.033, 3.847], [-3.182, -1.230, 1.189], [1.338, 2.532, 4.738], [5.783, 2.178, -2.044], [0.967, 1.457, 0.957], [1.065, -2.453, 4.251], [-4.526, 0.917, -6.447], [-1.127, -1.487, -2.749], [-3.882, -2.558, -2.987], [-2.580, 2.090, 2.626], [1.638, -2.724, -1.741], [0.967, 0.148, -1.503], [-5.672, -2.824, -4.690], [5.988, -1.124, 4.145], [-7.049, -1.242, -7.459], [-2.269, 0.561, -1.871], [-5.164, -2.024, 0.913], [-3.031, 2.382, -0.805], [5.195, -0.753, 2.599], [1.099, 4.532, -3.581], [-0.207, 1.885, -5.230], [3.198, -7.166, 0.699], [1.802, -2.991, 3.652], [4.220, 1.650, 0.178], [0.167, -2.290, 3.648], [2.540, -5.565, 0.723], [-3.232, 1.226, 6.139], [6.389, 1.942, -0.820], [2.692, 0.982, 4.663], [-2.180, -0.725, 2.036], [0.308, 2.456, -4.466], [3.932, 2.327, -3.116], [1.202, 5.609, -3.650], [1.730, 1.996, 3.087], [6.062, 1.480, 1.252], [-4.055, -0.949, 4.906], [4.399, 2.150, -2.156], [0.309, -3.030, -3.516], [1.468, 2.312, 0.173], [-1.767, 1.959, -0.299], [5.600, 1.675, 0.292], [-3.156, 1.800, 5.212], [-0.618, -0.011, 4.021]],
  "mulliken_charge": [0.092, 1.276, 0.122, -0.192, -0.365, -0.804, 0.512, 0.370, -1.011, 0.296, -1.009, 0.860, -0.006, -0.091, -0.780, 0.628, -0.025, 0.881, 0.375, -0.718, -0.455, -0.227, 0.451, -0.280, 0.335, 3.770, -0.538, 0.340, -0.022, -0.803, 0.331, -0.949, 0.291, -0.778, -0.161, 0.511, -0.554, 0.486, 0.328, -0.199, -0.614, 0.544, 0.645, -0.012, -0.541, -0.752, -0.851, -1.011, 0.298, 0.294, -1.154, 0.453, 2.327, 0.740, 0.384, 1.448, 0.249, -0.229, -0.628, 0.206, 0.601, 0.551, 1.871, -0.084, -0.486, -0.158, 0.283, -0.850, 0.723, -0.460, 0.439, -0.949, 0.556, 0.403, 0.641, -0.573, 0.435, 0.318, -0.621, -1.287, 0.406, -1.907, 0.105, -0.887, 0.502, -0.248, 0.264, -0.261, 0.029, 0.362, 0.320, -0.553, -0.496, 0.969, -0.569, 0.432, 0.359, -0.588, 0.374, 0.333, -0.212, -1.806, -0.999, -0.707, -0.755, -1.027, -0.880]
}

# 2
{
  "formula": "C48H42N2O34PY",
  "method": "wB97M-V/def2-TZVPD",
  "homo_ev": -8.8,
  "orbital_gap_ev": 6.211,
  "symbols": ["H", "H", "O", "H", "O", "H", "O", "C", "O", "H", "C", "O", "H", "C", "C", "C", "H", "H", "O", "C", "H", "O", "N", "H", "H", "C", "C", "C", "O", "C", "C", "N", "H", "Y", "H", "H", "H", "H", "H", "H", "C", "C", "C", "O", "O", "H", "C", "O", "C", "C", "C", "O", "C", "P", "O", "H", "C", "O", "H", "O", "O", "H", "C", "C", "O", "O", "C", "H", "C", "H", "H", "C", "C", "C", "C", "C", "C", "C", "C", "H", "C", "O", "H", "O", "H", "O", "O", "O", "H", "H", "C", "O", "C", "H", "O", "O", "C", "C", "O", "H", "C", "H", "C", "C", "H", "O", "O", "O", "C", "H", "O", "H", "H", "O", "C", "C", "H", "H", "H", "C", "H", "C", "C", "O", "C", "O", "C", "H"],
  "xyz": [[-1.342, -7.383, 0.428], [-2.311, 0.697, 6.150], [-4.139, -0.618, -1.574], [-3.208, -1.387, 0.772], [-4.312, -2.180, 2.791], [0.053, 3.487, 0.841], [-4.168, 5.854, -3.156], [-0.162, 1.129, 2.976], [3.040, -1.880, 5.620], [-0.894, -5.082, 2.708], [0.462, 1.218, 4.283], [0.049, 0.820, 6.629], [3.283, -7.086, -1.063], [0.575, 5.616, 0.850], [-1.807, 0.896, 5.209], [0.822, 5.248, -2.070], [-0.631, -1.643, 1.050], [-2.496, 1.842, -1.729], [1.652, 1.388, 4.468], [-2.039, -4.337, -0.053], [2.589, -5.966, -2.278], [-1.025, -1.865, 1.929], [-1.588, -5.294, 0.744], [4.432, 5.266, -4.609], [0.153, -6.486, 0.720], [0.796, -2.339, 5.122], [-1.837, -5.257, 2.184], [3.380, 3.867, -5.233], [-1.398, -2.834, 4.510], [-4.939, -1.639, 1.911], [-1.499, 1.017, 2.792], [2.755, -5.225, -0.279], [-2.222, -6.218, 2.521], [-0.494, -2.664, -2.752], [2.066, -1.081, -1.193], [4.214, -6.088, 1.000], [0.036, 2.306, -0.951], [0.432, 1.369, 2.103], [0.713, 7.790, 1.404], [1.177, 7.371, -2.121], [-0.836, -6.428, 0.267], [-0.315, -2.409, 4.186], [4.929, -1.152, 0.276], [3.464, -1.137, 3.084], [1.152, -4.175, -1.493], [3.035, -5.076, 1.794], [3.226, 0.661, -0.016], [1.039, 1.852, -6.986], [0.970, 6.573, -1.420], [2.033, -1.986, 4.739], [3.595, -0.616, -0.139], [5.286, -2.294, 0.069], [-6.380, -0.883, -0.601], [-0.326, -0.524, -1.222], [-3.901, 2.133, -5.973], [-0.833, -6.323, -0.820], [5.490, 1.108, 1.053], [-1.732, -4.170, -1.240], [0.687, -2.737, 6.122], [4.309, 3.657, -3.084], [0.232, 2.959, -1.658], [-2.661, -3.620, 0.492], [1.262, -1.656, 2.399], [1.581, 2.296, -5.997], [-7.004, -0.636, -1.603], [-3.700, 0.951, 3.844], [0.482, 4.291, 0.257], [-4.456, 4.691, -5.306], [-4.883, -0.885, -0.474], [2.241, 1.057, -0.226], [-6.480, -1.841, 3.633], [0.560, 4.128, -1.077], [-2.498, 0.966, 3.919], [-3.298, 3.840, -2.173], [-3.816, 4.575, -3.367], [1.763, -4.347, -0.439], [-7.064, -1.257, 0.642], [3.463, 3.295, -3.876], [4.152, 1.622, 0.604], [-3.214, -0.516, -1.287], [2.523, 3.399, -6.156], [-3.262, 4.239, -1.024], [5.855, 2.647, 2.166], [0.483, 5.843, 2.038], [2.485, 1.775, -2.685], [3.890, 2.790, 0.780], [-2.030, 1.190, 1.566], [-7.084, -2.020, 2.896], [-1.309, 1.120, 0.890], [3.843, -1.590, 5.157], [2.534, 2.171, -3.691], [0.934, 5.092, -3.258], [-0.009, -1.895, 2.791], [-3.871, 6.111, -2.268], [1.112, 7.911, 0.521], [-0.388, -1.977, -0.620], [1.682, 1.719, -4.628], [-4.046, 4.011, -4.570], [2.816, -1.533, -0.759], [4.305, -4.351, 0.881], [-6.441, -1.601, 1.775], [4.229, -5.702, -1.649], [3.607, -5.194, 0.868], [2.356, -1.569, 3.345], [1.596, -3.728, 0.453], [0.762, 0.797, -4.278], [-0.265, 0.674, -0.331], [4.096, 4.983, -5.477], [3.226, -6.054, -1.405], [0.995, 0.670, 6.463], [-2.830, 0.626, -3.979], [-8.145, -1.247, 0.597], [6.852, -0.507, 1.079], [6.312, 1.988, 1.629], [-4.279, -1.253, 0.652], [-2.904, 2.485, -2.493], [-2.276, 0.247, -3.233], [-2.492, -4.414, 2.401], [2.487, 3.934, -7.097], [0.912, 6.735, -0.101], [0.887, 0.430, -3.384], [-3.703, 2.638, -4.898], [-3.078, 1.918, -3.704], [-1.551, -0.767, -2.125], [-0.501, 1.048, 5.410], [0.717, -0.879, -2.305], [5.854, -0.170, 0.834], [1.394, -1.357, 1.366]],
  "mulliken_charge": [0.380, 0.389, -0.647, -0.178, -0.581, 0.519, -0.568, 0.541, -0.635, 0.283, 0.503, -0.596, 0.313, 0.867, -0.707, 0.240, -1.210, 0.187, -0.688, 0.345, 0.331, 1.259, 0.224, 0.342, 0.319, -1.003, -0.764, 0.675, -0.575, 0.141, 0.609, 0.409, 0.373, 0.751, 0.147, 0.381, -0.627, 0.105, 0.355, 0.469, -1.029, 0.201, 0.524, -0.607, -0.993, 0.320, 0.578, -0.596, -1.103, -0.092, 0.311, -0.644, 0.357, 0.565, -0.589, 0.272, 0.251, -0.975, 0.484, -0.682, 0.279, 0.341, 0.563, 0.165, -0.563, -0.624, -0.094, 0.442, 1.289, 0.438, 0.347, 0.868, 0.334, 0.661, 0.421, -0.065, -0.865, 0.601, 0.243, -0.053, -0.738, -0.718, 0.341, -0.690, 0.169, -0.630, -0.570, -0.591, -0.698, 0.356, -0.380, -0.592, 1.170, 0.336, -0.592, 1.496, 0.868, -0.835, -0.844, 0.164, 0.336, 0.365, -0.801, 0.692, 0.397, -0.492, 1.567, -0.578, -1.061, 0.380, -0.678, 0.472, 0.453, -0.580, 0.348, 0.483, 0.112, 0.125, 0.424, 0.217, 0.308, 0.372, 0.246, -1.358, 0.337, -2.008, -0.886, -0.171]
}